The following is a DFT calculation (ωB97M-V with the def2-TZVPD basis set) of a 8-piece molecular cluster, C4H24N2O8S overall at a distorted geometry.

```
39
Properties=species:S:1:pos:R:3:forces:R:3
N -1.98036 0.16182 0.89986 -2.53 -1.83 -2.96
C -0.77686 0.43470 1.61063 0.61 -2.03 -0.08
N 0.18860 1.33432 0.96513 -0.92 0.86 0.59
C 1.08300 1.05115 -0.03125 -0.50 3.56 -2.02
O 1.51101 2.00292 -0.79509 -0.78 -2.50 2.35
C 1.39879 -0.35499 -0.34479 -2.40 -0.76 -3.81
C 2.14341 -1.08707 0.69814 1.89 -5.36 -2.53
S 3.95592 -1.30526 0.31837 -0.43 0.27 0.17
H -2.82336 0.74058 0.92016 0.93 -0.04 0.57
H -2.18452 -0.66537 0.22420 1.48 2.02 1.87
H -0.22262 -0.63492 1.65261 -1.33 2.50 0.91
H -1.20483 0.96220 2.53541 1.66 -1.10 -0.68
H -0.16676 2.31457 1.07000 1.22 -1.14 -0.60
H 0.37867 -0.83594 -0.64570 1.31 0.57 1.21
H 1.75168 -0.32636 -1.45723 0.45 -0.15 2.28
H 1.93163 -2.29955 0.92307 0.24 3.86 -1.37
H 2.10954 -0.67051 1.61151 -0.33 1.61 3.17
H 4.34333 -0.03313 0.49391 -0.02 0.04 -0.07
O -2.05146 1.38198 -1.92415 0.10 1.85 2.08
H -1.86839 2.32811 -2.23447 -0.26 -2.09 0.85
H -1.88714 1.43630 -0.89363 -0.30 -0.12 -2.87
O -1.31145 -2.26903 -1.38030 -3.49 0.04 -0.45
H -2.34460 -2.11891 -1.47849 3.18 -0.66 0.36
H -1.01357 -1.96263 -2.26740 0.22 0.37 0.46
O -0.68647 -0.37038 -3.15801 -0.24 -0.81 -0.83
H -1.32632 0.17987 -2.62099 0.45 0.11 -0.71
H -1.07612 -0.55885 -4.03576 0.24 0.46 0.79
O -1.50241 3.38388 -0.37505 -3.85 0.05 1.01
H -2.30486 3.91526 -0.03613 2.37 -0.91 -0.92
H -0.77226 3.93905 -0.55244 1.16 1.38 0.15
O 1.66610 -3.09428 2.55719 -0.73 -3.84 -2.17
H 0.99101 -3.41377 1.83335 2.31 -1.07 0.89
H 1.04446 -2.44874 2.67011 -1.91 4.00 2.13
O 0.77694 3.96215 0.81617 0.54 3.68 3.46
H 1.51786 4.47830 1.25799 -1.74 -0.56 -0.24
H 1.29666 3.57830 0.17190 1.54 -2.42 -3.06
O 0.15722 -4.34008 0.35290 1.14 -0.24 0.99
H -0.36910 -4.83977 0.98252 -0.37 -0.02 -0.42
H -0.37237 -3.95594 -0.33422 -0.90 0.43 -0.47
```
Forces are in eV/Å.

Computed properties:
- total energy (Ha) = -1276.3144
- net charge = 0
- Kohn-Sham gap (eV) = 8.6
- HOMO level (eV) = -8.495

Atomic partial charges in e from the Mulliken method, atoms 1 to 2: N -0.34; C -0.78

---

The following is a DFT calculation (ωB97M-V with the def2-TZVPD basis set) of C12H31F6NO10S2V as an isolated structure at a distorted geometry.

```
63
Properties=species:S:1:pos:R:3:forces:R:3
V 17.75431 6.45240 -7.10873 -1.25 -0.87 -0.33
C 19.95958 8.54029 -5.34418 0.27 -0.49 -0.13
F 18.62194 8.60991 -5.27351 -0.16 0.13 0.20
F 20.37769 9.30234 -6.35146 -0.12 0.23 0.08
F 20.48832 8.95554 -4.21097 -0.13 0.11 -0.02
S 20.46814 6.79652 -5.65014 -0.20 -0.82 0.07
O 21.88210 6.83652 -5.58019 0.58 0.20 -0.51
O 19.78912 5.97307 -4.69740 -0.79 0.51 0.07
N 19.82602 6.50902 -7.15048 1.75 0.30 1.25
S 21.01706 5.96386 -8.12953 0.01 -0.41 -0.63
O 21.90676 6.98606 -8.55421 0.11 0.43 -0.06
O 21.53885 4.70321 -7.71089 -0.10 -0.15 0.17
C 19.99382 5.58662 -9.60557 0.13 0.67 -0.24
F 19.03126 4.70209 -9.34911 0.12 0.05 -0.19
F 19.45265 6.72958 -10.06865 -0.21 -0.41 0.12
F 20.80662 5.12003 -10.54187 -0.11 -0.26 0.02
O 16.45757 5.75211 -8.48803 -0.12 0.28 0.17
H 16.55496 5.15757 -9.23721 0.56 0.21 0.03
C 15.97044 9.45808 -9.10606 0.70 -0.01 0.64
C 17.38233 8.91316 -9.09916 -0.22 -0.97 0.15
O 17.75970 8.52999 -7.71618 -0.38 0.33 -1.21
H 15.96796 10.44346 -8.63877 -0.27 0.16 -0.31
H 15.37883 8.79833 -8.47185 -0.19 -0.04 -0.18
H 15.56919 9.43588 -10.11420 -0.14 0.27 -0.01
H 18.17746 9.55412 -9.47679 -0.18 0.26 0.00
H 17.40922 7.99548 -9.68496 0.07 -0.04 0.17
H 18.26592 9.28252 -7.40414 0.13 -0.23 0.49
C 12.38730 5.57045 -6.15840 -0.21 0.22 -0.42
C 13.20042 6.60338 -6.94743 -0.63 -0.51 0.80
O 13.71523 7.63345 -6.09387 0.20 -0.30 -0.18
H 11.50656 6.01475 -5.68635 0.21 0.03 0.29
H 13.05194 5.07630 -5.45209 -0.21 0.07 0.26
H 11.98596 4.80145 -6.82482 0.16 0.03 -0.10
H 12.59496 7.07263 -7.72362 0.21 -0.25 -0.32
H 14.02784 6.01230 -7.33081 0.29 0.64 -0.40
H 12.95080 8.06337 -5.69950 0.06 0.08 0.07
C 14.74906 2.25203 -9.47867 0.50 -1.26 -0.09
C 14.13088 2.81858 -8.22195 -0.59 0.00 -0.61
O 15.08283 3.54574 -7.46540 -0.14 -0.04 -0.06
H 15.44185 1.46712 -9.14997 0.25 0.25 -0.14
H 15.30928 2.94350 -10.10979 -0.14 0.28 0.16
H 14.06012 1.69578 -10.12078 -0.32 0.37 0.10
H 13.73552 1.98397 -7.64278 0.27 0.10 0.35
H 13.24702 3.42618 -8.45831 0.22 0.26 0.04
H 15.38721 4.28839 -8.02504 -0.08 0.22 0.33
C 19.08213 2.55797 -6.58654 -0.15 -0.22 -0.10
C 18.26416 3.40078 -5.63796 0.25 0.48 0.14
O 17.51931 4.42533 -6.34712 0.07 -0.01 0.01
H 18.44357 1.85069 -7.12148 0.08 0.05 -0.12
H 19.84303 1.98595 -6.05445 -0.09 -0.01 0.12
H 19.61022 3.19158 -7.29478 -0.01 0.00 -0.03
H 18.91098 3.94574 -4.95905 -0.04 -0.04 0.05
H 17.55459 2.81782 -5.05028 -0.02 -0.04 -0.05
H 16.81685 3.98323 -6.85369 -0.07 0.03 0.11
C 15.99093 6.42919 -11.84817 -0.18 0.02 -0.76
C 14.54597 6.22471 -11.43851 -0.75 0.99 0.98
O 14.27016 6.74964 -10.12373 0.10 -0.36 -0.22
H 16.04157 6.40626 -12.94268 0.15 -0.24 0.08
H 16.72367 5.72430 -11.45671 -0.11 -0.06 0.14
H 16.28362 7.44465 -11.58112 0.02 -0.05 0.19
H 14.11166 5.22266 -11.49896 0.55 -0.24 -0.23
H 13.91460 6.86210 -12.06301 0.11 -0.16 -0.22
H 14.85455 6.31848 -9.47764 0.17 0.21 -0.01
```
Forces are in eV/Å.

Computed properties:
- total energy (Ha) = -3622.5186
- net charge = 0
- Kohn-Sham gap (spin up / spin down) (eV) = 9.1 / 10.4
- spin multiplicity = 4
- HOMO level (spin up / spin down) (eV) = -8.736 / -10.169

Atomic partial charges in e from the Mulliken method, atoms 1 to 2: V 0.66; C 0.72